[1]
This record from the OMol25 dataset describes a structure of composition C14H42O7S7V in a non-equilibrium geometry. The level of theory is ωB97M-V with the def2-TZVPD basis set.

```
! wB97M-V def2-TZVPD RIJCOSX def2/J DEFGRID3
* xyz 2 4
V 0.061 0.001 -0.179
C -1.313 -3.525 2.229
S -0.630 -1.905 2.618
O -0.736 -1.047 1.392
C -1.761 -1.310 3.926
H -0.570 -3.939 1.548
H -2.314 -3.493 1.799
H -1.286 -4.170 3.108
H -1.996 -0.246 3.879
H -1.266 -1.406 4.892
H -2.690 -1.866 3.805
C 1.697 3.279 -1.281
S 0.310 2.581 -2.390
O 0.027 1.209 -1.856
C -1.072 3.784 -1.918
H 2.293 2.420 -0.973
H 1.316 3.630 -0.321
H 2.389 3.994 -1.725
H -1.213 3.995 -0.858
H -2.008 3.590 -2.441
H -0.796 4.780 -2.266
C -4.210 2.240 0.396
S -3.617 0.726 -0.420
O -2.112 0.691 -0.259
C -4.221 -0.480 0.880
H -3.981 3.127 -0.195
H -3.812 2.266 1.411
H -5.291 2.118 0.462
H -5.309 -0.507 0.923
H -4.045 -0.171 1.910
H -3.993 -1.521 0.650
C -2.583 -2.172 -3.637
S -1.401 -2.602 -2.328
O -1.087 -1.330 -1.470
C -2.528 -3.730 -1.404
H -2.079 -1.695 -4.478
H -3.319 -1.461 -3.261
H -3.081 -3.044 -4.061
H -2.841 -4.594 -1.990
H -3.390 -3.214 -0.980
H -2.046 -4.258 -0.582
C 4.578 -0.224 1.300
S 2.950 -0.947 1.783
O 1.884 -0.293 0.921
C 3.053 -2.722 1.069
H 5.305 -0.939 1.685
H 4.693 0.745 1.786
H 4.686 -0.145 0.218
H 3.979 -3.154 1.451
H 3.110 -2.643 -0.016
H 2.216 -3.404 1.217
C 4.315 -0.873 -2.681
S 2.443 -1.169 -2.712
O 1.577 -0.662 -1.555
C 2.099 -0.088 -4.165
H 4.691 0.140 -2.821
H 4.833 -1.314 -3.533
H 4.695 -1.339 -1.772
H 2.846 -0.358 -4.912
H 1.985 0.987 -4.026
H 1.068 -0.388 -4.352
C 0.355 4.094 2.522
S 0.062 2.257 2.319
O 0.028 1.864 0.840
C 1.682 1.735 3.147
H 0.448 4.262 3.595
H -0.313 4.685 1.895
H 1.308 4.331 2.048
H 1.759 2.292 4.081
H 2.611 1.804 2.582
H 1.558 0.723 3.533
*
```

Summary:
- highest occupied orbital energy (spin up / spin down) (hartree) = -0.398 / -0.502
- lowest unoccupied orbital energy (spin up / spin down) (eV) = -3.89 / -3.90
- ⟨S²⟩ = 3.753
- DFT total energy (eV) = -131047.762

=====

[2]
This record from the OMol25 dataset describes a cluster of 8 separate species, C14H44N4O14 in total in a non-equilibrium geometry. The level of theory is ωB97M-V with the def2-TZVPD basis set.

```
! wB97M-V def2-TZVPD RIJCOSX def2/J DEFGRID3
* xyz 0 1
N 28.837 -6.639 -20.090
C 28.837 -5.766 -21.044
N 29.907 -5.864 -21.828
O 28.115 -4.797 -21.010
H 29.387 -7.484 -20.155
H 28.105 -6.524 -19.404
H 29.779 -5.196 -22.574
H 30.301 -6.791 -21.909
N 31.387 -3.973 -26.783
C 30.303 -3.931 -26.008
N 29.260 -3.810 -26.780
O 30.257 -3.955 -24.727
H 31.300 -4.041 -27.786
H 32.268 -4.114 -26.309
H 28.339 -3.571 -26.442
H 29.404 -3.476 -27.723
O 26.978 -1.435 -22.096
C 26.206 -2.185 -22.991
C 26.111 -1.381 -24.349
O 27.390 -1.278 -24.940
H 27.405 -2.028 -21.474
H 26.693 -3.157 -23.068
H 25.163 -2.315 -22.702
H 25.558 -0.442 -24.328
H 25.413 -1.950 -24.963
H 28.111 -1.273 -24.306
O 26.052 -5.043 -26.096
C 26.895 -6.206 -26.002
C 26.809 -6.615 -24.498
O 25.463 -6.922 -24.028
H 25.320 -5.102 -25.479
H 26.347 -7.044 -26.435
H 27.951 -6.142 -26.264
H 27.179 -5.857 -23.807
H 27.491 -7.457 -24.381
H 25.298 -7.827 -24.303
O 29.108 1.075 -24.492
C 30.444 0.751 -24.270
C 30.534 -0.757 -24.173
O 30.208 -1.169 -22.844
H 28.550 0.685 -23.816
H 31.021 1.261 -25.041
H 30.742 1.181 -23.314
H 31.555 -1.024 -24.449
H 29.748 -1.161 -24.810
H 30.418 -2.092 -22.682
O 31.738 -4.190 -29.608
C 30.826 -3.020 -29.918
C 31.568 -2.294 -31.009
O 32.780 -1.672 -30.708
H 32.029 -4.693 -30.372
H 29.857 -3.322 -30.314
H 30.670 -2.286 -29.127
H 30.964 -1.450 -31.343
H 31.799 -2.947 -31.851
H 32.483 -0.777 -30.885
O 35.556 -3.410 -26.384
C 34.796 -3.640 -27.550
C 35.550 -3.079 -28.766
O 34.936 -1.821 -28.941
H 35.712 -2.471 -26.258
H 34.688 -4.707 -27.743
H 33.831 -3.171 -27.359
H 35.431 -3.797 -29.577
H 36.613 -3.021 -28.533
H 33.996 -1.859 -29.130
O 33.197 -5.321 -23.651
C 33.777 -6.158 -24.581
C 34.682 -7.255 -23.834
O 36.037 -6.922 -23.788
H 33.945 -4.956 -23.173
H 33.109 -6.752 -25.205
H 34.410 -5.623 -25.288
H 34.633 -8.174 -24.417
H 34.280 -7.473 -22.844
H 36.122 -5.975 -23.921
*
```

Summary:
- highest occupied orbital energy (hartree) = -0.341
- lowest unoccupied orbital energy (eV) = 0.06
- DFT total energy (eV) = -49852.673
- energy above the lowest of the compared OMol25 structures with the same formula, charge and spin (kJ/mol) = 337.3

=====

[3]
This record from the OMol25 dataset describes a cluster of 8 separate species, C14H44O8 in total in a non-equilibrium geometry. The level of theory is ωB97M-V with the def2-TZVPD basis set.

```
! wB97M-V def2-TZVPD RIJCOSX def2/J DEFGRID3
* xyz 0 1
C -5.259 0.266 -3.097
C -4.023 0.043 -2.228
O -3.795 1.131 -1.370
H -6.162 0.392 -2.548
H -5.391 -0.607 -3.740
H -5.088 1.151 -3.702
H -3.140 0.070 -2.823
H -4.040 -0.902 -1.601
H -4.717 1.332 -1.017
C -2.356 1.090 3.059
C -2.534 2.596 3.150
O -1.322 3.198 2.676
H -1.331 1.047 3.532
H -2.371 0.750 2.021
H -3.019 0.493 3.710
H -2.582 2.938 4.210
H -3.399 2.912 2.572
H -1.306 4.140 2.880
C 4.067 -4.012 0.303
C 2.844 -4.589 0.959
O 1.709 -3.757 0.848
H 3.976 -3.935 -0.775
H 4.964 -4.632 0.621
H 4.194 -2.988 0.708
H 3.132 -4.672 2.009
H 2.588 -5.564 0.602
H 1.862 -3.130 0.165
C 4.408 3.228 1.040
C 4.563 2.046 2.044
O 4.701 0.778 1.449
H 4.571 4.161 1.535
H 3.435 3.241 0.612
H 5.195 3.141 0.283
H 3.673 2.082 2.695
H 5.369 2.168 2.744
H 3.901 0.668 0.883
C -0.784 3.087 -1.653
C -0.898 2.152 -0.464
O 0.068 2.355 0.526
H -0.903 4.120 -1.389
H -1.539 2.797 -2.364
H 0.191 2.972 -2.096
H -0.826 1.098 -0.825
H -1.938 2.218 -0.096
H -0.376 2.601 1.369
C -0.183 -1.675 -3.970
C 0.763 -1.525 -2.816
O 0.088 -1.335 -1.569
H 0.402 -2.007 -4.868
H -0.633 -0.696 -4.218
H -0.985 -2.365 -3.788
H 1.492 -0.721 -3.053
H 1.360 -2.445 -2.671
H 0.634 -0.730 -1.032
C -2.238 -2.869 0.094
O -1.918 -1.786 0.992
H -3.089 -3.436 0.585
H -2.610 -2.451 -0.819
H -1.392 -3.478 0.009
H -0.982 -1.645 1.176
C 1.480 -0.337 1.675
O 1.920 0.315 0.453
H 1.539 -1.385 1.530
H 2.161 -0.087 2.427
H 0.445 -0.150 2.012
H 1.435 1.134 0.439
*
```

Summary:
- highest occupied orbital energy (hartree) = -0.354
- lowest unoccupied orbital energy (eV) = 0.52
- DFT total energy (eV) = -31608.750
- energy above the lowest of the compared OMol25 structures with the same formula, charge and spin (kJ/mol) = 214.8

=====

[4]
This record from the OMol25 dataset describes a cluster of 8 separate species, C14H44O8 in total in a non-equilibrium geometry. The level of theory is ωB97M-V with the def2-TZVPD basis set.

```
! wB97M-V def2-TZVPD RIJCOSX def2/J DEFGRID3
* xyz 0 1
C -1.739 -6.621 -0.047
C -0.324 -6.059 -0.065
C -0.352 -4.609 0.490
O 0.503 -6.831 0.780
H -1.875 -7.692 -0.174
H -2.321 -6.014 -0.742
H -2.186 -6.422 0.935
H -0.009 -5.954 -1.113
H 0.619 -4.163 0.278
H -0.746 -4.601 1.502
H -1.098 -4.093 -0.127
H 1.418 -6.623 0.559
C 3.465 4.034 -1.718
C 2.532 4.198 -0.507
C 1.967 2.856 -0.067
O 3.386 4.669 0.543
H 2.986 3.666 -2.626
H 4.214 3.291 -1.436
H 3.909 5.007 -1.928
H 1.779 4.936 -0.810
H 1.234 2.988 0.736
H 2.788 2.191 0.192
H 1.340 2.411 -0.847
H 2.861 4.481 1.334
C -3.088 3.880 1.730
C -3.549 2.614 1.077
C -2.443 1.718 0.585
O -4.345 1.788 1.973
H -2.529 4.462 0.997
H -2.378 3.655 2.533
H -3.947 4.402 2.155
H -4.224 2.857 0.248
H -1.880 1.316 1.429
H -1.635 2.242 0.067
H -2.831 0.894 -0.008
H -4.638 2.376 2.677
C -0.274 -0.851 -0.471
O -0.011 -0.486 0.871
H 0.476 -0.331 -1.071
H -0.383 -1.895 -0.768
H -1.254 -0.470 -0.762
H 0.607 -1.104 1.281
C 3.606 -0.924 1.856
O 2.741 -1.633 0.950
H 3.504 -1.266 2.887
H 4.618 -1.179 1.536
H 3.412 0.141 1.796
H 3.046 -2.541 0.890
C 0.511 -2.422 -3.485
O -0.510 -1.696 -4.135
H 0.045 -3.039 -2.709
H 1.003 -3.127 -4.174
H 1.339 -1.790 -3.171
H -1.101 -2.340 -4.534
C -1.023 1.292 4.292
O -0.074 1.526 3.266
H -1.999 1.255 3.801
H -0.792 0.409 4.898
H -0.951 2.129 4.989
H -0.191 0.956 2.500
C -0.670 1.781 -3.292
O -0.189 3.089 -3.562
H -1.290 1.368 -4.098
H 0.155 1.054 -3.348
H -1.163 1.737 -2.325
H -0.051 3.105 -4.514
*
```

Summary:
- highest occupied orbital energy (hartree) = -0.366
- lowest unoccupied orbital energy (eV) = 0.18
- DFT total energy (eV) = -31608.225
- energy above the lowest of the compared OMol25 structures with the same formula, charge and spin (kJ/mol) = 265.4